1.
Here is a molecular structure, C32H60FeN2OP3 from the Open Molecules 2025 dataset. Energies are from ωB97M-V/def2-TZVPD.

Element x y z (Å)
C -0.61 -2.23 -1.46
C 1.63 -2.24 -0.59
C -0.45 -3.47 -2.07
C 1.80 -3.55 -1.17
C 0.79 -4.15 -1.89
H -1.27 -3.91 -2.64
H 2.76 -4.05 -1.03
H 0.94 -5.14 -2.34
N 0.38 -1.63 -0.73
P -2.30 -0.55 -0.01
P 2.48 0.15 0.41
C -1.91 -1.47 -1.60
H -1.79 -0.68 -2.37
H -2.72 -2.14 -1.93
C -0.21 1.87 1.42
O -0.31 2.88 2.01
C 2.68 -1.58 0.07
H 3.66 -2.06 0.08
C 3.32 1.07 -1.07
C 3.50 0.55 1.98
C -3.67 0.74 -0.46
C -3.02 -1.93 1.11
C 2.91 2.56 -1.08
H 3.40 3.12 -0.27
H 3.21 3.02 -2.04
H 1.82 2.68 -0.95
C 4.86 0.96 -1.10
H 5.34 1.54 -0.29
H 5.19 -0.09 -1.04
H 5.23 1.38 -2.06
C 2.80 0.35 -2.33
H 3.09 0.93 -3.23
H 3.24 -0.65 -2.41
H 1.71 0.23 -2.33
C 3.73 2.06 2.11
H 2.79 2.62 2.04
H 4.17 2.28 3.11
H 4.44 2.45 1.36
C 2.71 0.09 3.22
H 1.78 0.66 3.34
H 2.46 -0.98 3.16
H 3.33 0.24 4.12
C 4.84 -0.22 1.99
H 5.50 0.03 1.15
H 5.38 0.02 2.93
H 4.66 -1.31 1.98
C -3.30 -1.33 2.50
H -3.68 -2.12 3.17
H -2.38 -0.91 2.95
H -4.06 -0.53 2.46
C -1.96 -3.05 1.20
H -1.94 -3.66 0.28
H -0.94 -2.68 1.38
H -2.24 -3.72 2.05
C -4.30 -2.60 0.56
H -4.45 -3.56 1.09
H -5.21 -2.00 0.72
H -4.22 -2.84 -0.52
C -3.68 0.99 -1.98
H -4.02 0.10 -2.54
H -4.37 1.82 -2.21
H -2.68 1.27 -2.35
C -3.28 2.05 0.26
H -2.30 2.42 -0.08
H -4.05 2.82 0.06
H -3.22 1.90 1.36
C -5.12 0.38 -0.07
H -5.50 -0.48 -0.64
H -5.23 0.17 1.01
H -5.76 1.24 -0.30
Fe 0.00 0.22 0.44
N -0.18 1.30 -1.38
C -0.27 1.94 -2.35
C -0.38 2.74 -3.59
C 0.73 2.31 -4.58
C -1.78 2.46 -4.21
C -0.22 4.24 -3.23
H 1.73 2.50 -4.16
H 0.65 1.25 -4.83
H 0.62 2.91 -5.51
H -2.59 2.77 -3.53
H -1.87 3.04 -5.15
H -1.90 1.39 -4.45
H -0.29 4.83 -4.16
H -1.01 4.57 -2.54
H 0.76 4.43 -2.77
C -0.72 -2.07 4.28
P -0.02 -1.06 2.86
C -0.42 0.42 4.00
C 1.06 -2.64 2.68
H -1.63 -1.65 4.77
H 0.02 -2.16 5.11
H -1.03 -3.09 3.97
H -0.20 0.20 5.07
H 0.05 1.39 3.85
H -1.49 0.69 3.93
H 1.52 -2.93 3.65
H 0.55 -3.56 2.37
H 1.91 -2.58 2.02

Calculated values
Lowest unoccupied orbital energy (spin up / spin down) (eV): -2.75 / -4.59
Frontier orbital gap (spin up / spin down) (eV): 3.7 / 4.9
⟨S²⟩: 6.0841
2S+1: 5
Net charge: +1

=====

2.
Here is a molecular structure, C6H8AlF6O7S2 from the Open Molecules 2025 dataset. Energies are from ωB97M-V/def2-TZVPD.

Element x y z (Å)
Al -0.63 -0.01 -1.10
C 0.23 3.54 3.07
F -0.01 3.97 4.28
F -0.35 4.39 2.25
F 1.53 3.61 2.88
S -0.36 1.72 2.67
O -1.72 1.58 3.18
O -0.27 1.64 1.21
O 0.53 0.80 3.37
C -4.48 0.09 -5.11
F -3.64 0.03 -6.14
F -5.62 0.57 -5.46
F -4.81 -1.12 -4.61
S -3.91 1.20 -3.68
O -5.10 1.47 -2.82
O -2.90 0.55 -2.89
O -3.43 2.42 -4.29
C 3.01 -1.93 1.98
C 3.77 -2.13 0.73
C 2.70 -2.08 -0.28
O 1.46 -1.48 0.37
C 1.52 -2.03 1.71
H 3.15 -0.89 2.29
H 3.37 -2.58 2.77
H 4.20 -3.13 0.78
H 4.48 -1.32 0.58
H 2.27 -3.02 -0.61
H 3.00 -1.61 -1.22
H 0.95 -2.95 1.73
H 1.07 -1.29 2.37

Calculated values
Lowest unoccupied orbital energy (spin up / spin down) (eV): -1.35 / -5.97
Frontier orbital gap (spin up / spin down) (eV): 7.5 / 2.9
⟨S²⟩: 0.7654
2S+1: 2

=====

3.
Here is a molecular structure, C20H40Cl20 from the Open Molecules 2025 dataset. Energies are from ωB97M-V/def2-TZVPD.

Element x y z (Å)
Cl 1.62 -2.91 -3.35
C 1.11 -1.37 -4.16
C 0.53 -0.49 -3.06
Cl -1.11 -1.23 -2.62
H 0.37 -1.59 -4.93
H 2.08 -1.06 -4.55
H 0.31 0.46 -3.55
H 1.15 -0.28 -2.19
Cl -1.98 -4.30 3.69
C -1.16 -2.87 3.06
C -2.07 -2.17 2.02
Cl -3.59 -1.72 2.75
H -0.26 -3.21 2.55
H -0.78 -2.15 3.79
H -2.40 -2.85 1.23
H -1.55 -1.30 1.60
Cl 3.55 2.71 -2.95
C 1.91 2.18 -3.48
C 1.96 1.64 -4.92
Cl 3.11 0.32 -5.00
H 1.28 3.07 -3.42
H 1.53 1.45 -2.76
H 2.34 2.41 -5.59
H 1.01 1.28 -5.32
Cl 1.66 1.21 -1.49
C 0.41 0.20 -0.68
C -0.17 0.70 0.64
Cl 1.06 0.88 1.84
H 0.86 -0.77 -0.47
H -0.37 -0.10 -1.38
H -0.90 0.00 1.05
H -0.72 1.64 0.62
Cl -1.59 0.98 -1.88
C -2.80 2.27 -1.91
C -3.60 2.07 -0.60
Cl -4.69 3.45 -0.27
H -3.29 1.99 -2.84
H -2.36 3.26 -2.00
H -2.92 2.07 0.25
H -4.20 1.16 -0.56
Cl -2.03 -4.87 0.48
C -1.46 -3.75 -0.82
C -0.18 -2.95 -0.49
Cl -0.73 -1.38 0.12
H -2.28 -3.10 -1.11
H -1.30 -4.44 -1.65
H 0.46 -2.85 -1.37
H 0.46 -3.43 0.25
Cl -0.59 2.82 2.83
C -0.67 1.20 3.65
C 0.27 1.08 4.84
Cl 0.44 -0.67 5.34
H -0.36 0.51 2.87
H -1.73 1.05 3.85
H -0.07 1.58 5.75
H 1.24 1.51 4.59
Cl -5.34 1.59 0.81
C -4.49 1.43 2.37
C -3.52 0.28 2.19
Cl -2.16 0.72 1.09
H -5.31 1.17 3.05
H -4.08 2.39 2.67
H -4.08 -0.60 1.88
H -3.14 0.12 3.20
Cl 2.61 4.26 -0.08
C 2.80 2.61 0.52
C 4.26 2.27 0.88
Cl 4.33 0.57 1.47
H 2.49 1.93 -0.28
H 2.18 2.44 1.40
H 4.78 2.87 1.62
H 4.82 2.34 -0.06
Cl 1.56 -1.67 -1.43
C 2.63 -1.76 0.02
C 4.10 -2.29 -0.27
Cl 5.19 -1.60 1.00
H 2.20 -2.45 0.74
H 2.63 -0.77 0.47
H 4.46 -1.81 -1.18
H 4.22 -3.37 -0.36

Calculated values
Lowest unoccupied orbital energy (eV): 0.10
Frontier orbital gap (eV): 7.9
2S+1: 1

=====

4.
Here is a molecular structure, C10H17Cl3O6Pb from the Open Molecules 2025 dataset. Energies are from ωB97M-V/def2-TZVPD.

Element x y z (Å)
C 0.78 1.78 -0.24
C -0.49 1.81 -0.90
C -0.48 0.80 -1.91
C -1.62 2.70 -0.61
C 0.80 0.17 -1.90
C 1.57 0.75 -0.85
C 2.91 0.34 -0.39
C 1.19 2.63 0.88
C -1.61 0.47 -2.80
C 1.21 -0.94 -2.78
Pb -1.07 -1.18 1.44
Cl -3.32 -0.68 0.49
Cl -1.24 1.02 2.72
O -0.51 -2.19 -0.36
H -1.41 3.30 0.27
H -2.52 2.10 -0.40
H -1.84 3.38 -1.45
H -2.54 0.42 -2.22
H -1.44 -0.50 -3.28
H -1.73 1.23 -3.59
H 0.53 -1.79 -2.62
H 2.23 -1.25 -2.56
H 1.17 -0.64 -3.84
H 3.30 -0.45 -1.04
H 2.84 -0.04 0.64
H 3.61 1.19 -0.42
H 0.33 2.86 1.52
H 1.64 3.58 0.55
H 1.94 2.10 1.50
H 0.36 -2.55 -0.10
O 1.08 -1.27 1.83
H 1.19 -1.27 2.80
O -0.30 -2.96 4.72
Cl -1.35 -3.61 3.97
O -0.86 -4.76 3.24
O -2.49 -3.93 4.79
O -1.88 -2.61 2.93

Calculated values
Lowest unoccupied orbital energy (spin up / spin down) (eV): 3.92 / 3.93
Frontier orbital gap (spin up / spin down) (eV): 3.6 / 3.7
2S+1: 1
Net charge: -2

=====

5.
Here is a molecular structure, C19H41N4O6SY from the Open Molecules 2025 dataset. Energies are from ωB97M-V/def2-TZVPD.

Element x y z (Å)
Y -0.05 -0.45 0.34
C 0.84 3.03 0.88
C -0.26 2.61 1.84
O -0.21 1.20 2.10
C 0.54 0.74 3.23
C 2.00 0.58 2.86
O 2.08 -0.10 1.60
C 3.30 0.20 0.91
C 3.26 -0.37 -0.50
O 2.01 -0.15 -1.14
C 1.93 1.01 -1.99
C 1.86 2.28 -1.16
O 1.00 1.99 -0.07
H 1.80 3.19 1.40
H 0.56 3.96 0.39
H -1.23 2.78 1.37
H -0.21 3.16 2.77
H 0.10 -0.22 3.50
H 0.42 1.43 4.07
H 2.53 0.00 3.63
H 2.49 1.56 2.77
H 4.14 -0.23 1.46
H 3.42 1.28 0.89
H 3.42 -1.45 -0.49
H 4.07 0.08 -1.07
H 1.00 0.89 -2.56
H 2.77 1.02 -2.69
H 1.47 3.11 -1.76
H 2.85 2.58 -0.79
C -1.46 -1.60 -2.77
O -0.44 -1.71 -1.77
C -0.10 -3.10 -1.57
C 1.25 -3.23 -0.92
O 1.25 -2.52 0.32
C 2.11 -3.10 1.31
H -1.10 -2.04 -3.70
H -1.66 -0.55 -2.91
H -2.36 -2.13 -2.44
H -0.08 -3.60 -2.54
H -0.87 -3.56 -0.94
H 2.04 -2.84 -1.57
H 1.43 -4.29 -0.73
H 3.14 -3.14 0.94
H 1.78 -4.12 1.53
H 2.05 -2.49 2.20
C -6.78 0.58 -1.12
C -5.47 1.19 -1.45
N -5.28 2.20 -2.24
N -3.93 2.39 -2.23
C -3.27 1.53 -1.46
S -1.60 1.57 -1.16
N -4.26 0.75 -0.95
N -4.02 -0.30 -0.08
H -7.57 1.16 -1.58
H -6.94 0.56 -0.04
H -6.83 -0.45 -1.50
H -3.53 3.15 -2.76
H -4.47 -1.14 -0.43
H -4.38 -0.09 0.85
C -0.98 -2.58 3.90
C -1.78 -2.81 2.63
C -1.47 -4.18 2.04
C -1.56 -1.71 1.60
H -1.20 -3.34 4.65
H -1.22 -1.61 4.35
H 0.09 -2.61 3.70
H -2.84 -2.84 2.92
H -0.40 -4.29 1.83
H -2.01 -4.35 1.10
H -1.75 -4.98 2.73
H -2.08 -0.78 1.95
H -2.16 -1.96 0.69

Calculated values
Lowest unoccupied orbital energy (eV): -4.33
Frontier orbital gap (eV): 8.8
2S+1: 1
Net charge: +2

=====

6.
Here is a gas-phase ion, C3H6N3O (charge +1) from the Open Molecules 2025 dataset. Energies are from ωB97M-V/def2-TZVPD.

Element x y z (Å)
C -0.59 0.02 0.15
C 1.19 -1.29 -0.02
C -1.89 0.65 -0.06
N -0.28 -1.17 -0.01
N 1.64 0.08 0.08
N 0.62 0.89 0.27
O 0.51 2.08 0.34
H 1.52 -1.95 0.66
H 1.40 -1.75 -0.94
H -2.46 -0.07 -0.61
H -1.96 1.44 -0.75
H -2.32 0.78 0.93
H 2.62 0.29 -0.02

Calculated values
SMILES string: CC1=NCN[N+]1=O
Lowest unoccupied orbital energy (eV): -6.34
Frontier orbital gap (eV): 10.0
2S+1: 1
Net charge: +1

=====

7.
Here is C3H7N4P3 in the gas phase from the Open Molecules 2025 dataset. Energies are from ωB97M-V/def2-TZVPD.

Element x y z (Å)
C -0.36 1.02 1.07
C -0.43 -0.33 0.34
C -0.76 -0.42 -1.10
N 2.84 1.75 3.50
N 2.12 0.85 3.03
N 4.03 2.12 3.33
N 0.83 0.33 0.51
P 4.81 2.23 1.91
P 4.13 0.52 0.71
P 2.36 -0.41 1.83
H -0.76 1.94 0.59
H -0.26 1.04 2.19
H -0.58 -1.11 1.00
H -1.68 -1.13 -1.16
H 0.00 -0.99 -1.65
H -1.13 0.59 -1.51
H 3.43 1.10 -0.21

Calculated values
SMILES string: C[C@@H]1CN1P1N=NN=P#[PH]1
Lowest unoccupied orbital energy (spin up / spin down) (eV): -1.68 / -1.68
Frontier orbital gap (spin up / spin down) (eV): 6.7 / 6.7
2S+1: 1

=====

8.
Here is C5H7N in the gas phase from the Open Molecules 2025 dataset. Energies are from ωB97M-V/def2-TZVPD.

Element x y z (Å)
C -1.06 0.72 0.03
C -1.15 -0.77 0.16
C 0.36 0.81 -0.54
N 0.95 -0.51 -0.72
C 1.48 0.30 0.36
C -0.02 -1.38 -0.19
H -1.16 1.28 0.98
H -1.80 1.13 -0.66
H -2.05 -1.27 0.47
H 0.48 1.49 -1.37
H 1.23 0.10 1.41
H 2.53 0.54 0.26
H 0.21 -2.43 -0.19

Calculated values
SMILES string: C1=CN2C[C@@H]2C1
Lowest unoccupied orbital energy (eV): 1.23
Frontier orbital gap (eV): 9.9
2S+1: 1

=====

9.
Here is 2 unconnected molecules or ions with the total composition C22H18N3O from the Open Molecules 2025 dataset. Energies are from ωB97M-V/def2-TZVPD.

Element x y z (Å)
C -0.26 0.52 1.65
N 0.61 1.46 2.03
N 1.58 2.06 2.23
C -1.65 0.76 1.82
C -2.59 -0.30 1.82
C -3.95 -0.04 1.86
C -4.41 1.29 1.91
C -5.82 1.56 1.91
N -6.97 1.78 1.93
C -3.49 2.34 1.95
C -2.13 2.09 1.92
H 0.10 -0.51 1.50
H -2.22 -1.33 1.76
H -4.67 -0.85 1.84
H -3.85 3.37 2.00
H -1.41 2.91 1.95
C 6.49 -1.45 -0.33
O 5.87 -0.15 -0.46
C 4.52 -0.08 -0.63
C 3.98 1.22 -0.80
C 2.63 1.37 -0.98
C 1.73 0.26 -0.95
C 0.35 0.54 -1.09
C -0.73 -0.31 -1.46
C -2.02 0.30 -1.54
C -3.17 -0.46 -1.68
C -3.07 -1.86 -1.76
C -1.81 -2.47 -1.76
C -0.65 -1.71 -1.71
C 2.29 -1.03 -0.69
C 3.66 -1.20 -0.60
H 7.54 -1.22 -0.18
H 6.08 -1.99 0.53
H 6.35 -2.04 -1.25
H 4.66 2.07 -0.79
H 2.21 2.37 -1.13
H 0.11 1.61 -1.12
H -2.09 1.39 -1.46
H -4.14 0.03 -1.71
H -3.98 -2.46 -1.82
H -1.74 -3.56 -1.82
H 0.32 -2.18 -1.86
H 1.64 -1.89 -0.54
H 4.08 -2.21 -0.49

Calculated values
Lowest unoccupied orbital energy (eV): -5.54
Frontier orbital gap (eV): 5.4
2S+1: 1
Net charge: +1

=====

10.
Here is 2 unconnected molecules or ions with the total composition C5H14N2OPS2 from the Open Molecules 2025 dataset. Energies are from ωB97M-V/def2-TZVPD.

Element x y z (Å)
C -1.93 -0.38 1.49
C 1.60 2.01 -2.09
C -0.59 1.13 2.69
C -0.36 -3.72 -1.43
C 1.73 1.07 -1.00
N -1.59 0.09 2.58
N -1.56 -0.05 0.28
O 0.95 0.87 -0.12
P -1.85 -0.82 -1.26
S -3.91 -0.62 -1.32
S -1.75 -2.92 -0.66
H -2.70 -1.23 1.54
H 0.88 2.75 -2.03
H 2.48 2.65 -2.29
H 1.55 1.53 -3.06
H -0.20 1.30 3.71
H 0.15 1.26 1.88
H -1.11 2.03 2.45
H -0.27 -3.65 -2.50
H -0.44 -4.79 -1.19
H 0.61 -3.44 -1.01
H 2.79 0.42 -0.93
H -3.75 0.25 -2.39
H -2.00 -0.37 3.41
H -0.84 0.66 0.34

Calculated values
Lowest unoccupied orbital energy (spin up / spin down) (eV): -2.85 / -6.14
Frontier orbital gap (spin up / spin down) (eV): 6.5 / 6.2
⟨S²⟩: 2.0062
2S+1: 3
Net charge: +1

=====

Number 1: calculated total energy -3727.4513 Ha, F_max 5.02 eV/Å. Number 2: calculated total energy -2397.9430 Ha, F_max 3.14 eV/Å. Number 3: calculated total energy -9988.1839 Ha, F_max 14.62 eV/Å. Number 4: calculated total energy -2415.8710 Ha, F_max 2.88 eV/Å. Number 5: calculated total energy -1855.0630 Ha, F_max 0.60 eV/Å. Number 6: calculated total energy -357.0285 Ha, F_max 4.78 eV/Å. Number 7: calculated total energy -1361.3704 Ha, F_max 4.37 eV/Å. Number 8: calculated total energy -249.4010 Ha, F_max 1.16 eV/Å. Number 9: calculated total energy -1088.3037 Ha, F_max 3.94 eV/Å. Number 10: calculated total energy -1520.9878 Ha, F_max 7.92 eV/Å.